No. 1
Entry from the OMol25 dataset: a molecular structure, C20H23BrNOPPdSe4 (ωB97M-V with the def2-TZVPD basis set).

Structure (XYZ):
```
52
Properties=species:S:1:pos:R:3:forces:R:3:nbo_charge:R:1
Pd -0.190652 -0.135833 -0.267241 0.50 -0.01 0.14 0.3821
Se 0.462640 0.383382 2.068232 0.20 -0.24 -0.39 -0.3568
Se -1.083053 -0.534034 3.504728 -0.68 0.04 0.14 -0.0438
Se -1.521259 -2.546094 2.426165 0.41 -0.07 -0.06 -0.0415
Se -1.944003 -1.738021 0.266851 0.18 0.38 0.02 -0.3245
Br 0.412506 2.809249 -0.791939 0.02 -0.16 0.03 0.0724
C -1.416574 3.044208 -0.286375 0.01 0.02 0.03 0.1729
C -1.963233 4.314890 -0.242676 0.01 0.04 0.00 -0.2696
C -3.284727 4.399292 0.164602 0.02 0.01 -0.01 -0.1537
C -3.972294 3.241550 0.503134 -0.01 -0.04 0.01 -0.2560
C -3.310571 2.028468 0.412518 0.00 0.03 -0.01 0.0553
N -2.042778 1.941089 0.012447 -0.06 -0.01 -0.03 -0.4588
H -1.383579 5.186358 -0.508791 -0.01 0.00 0.01 0.2351
H -3.770562 5.364541 0.222883 0.00 0.00 0.00 0.2242
H -5.000471 3.278104 0.835041 0.00 0.00 0.00 0.2275
H -3.785193 1.086355 0.662172 -0.01 0.00 0.02 0.2218
C 4.435062 -1.963139 -0.440725 0.02 0.00 -0.02 -0.6367
C 2.965393 -1.607210 -0.372326 -0.04 -0.03 0.05 -0.0660
O 2.753148 -0.198021 -0.366360 -0.13 0.22 0.01 -0.7295
H 4.569052 -3.045589 -0.407816 -0.01 0.00 0.00 0.2165
H 4.976814 -1.521707 0.395898 0.00 0.00 0.00 0.2167
H 4.878590 -1.601820 -1.373608 -0.01 0.00 0.01 0.1960
H 2.508674 -1.968893 0.548423 0.00 0.02 0.03 0.2029
H 2.423855 -2.065465 -1.207996 0.01 0.00 -0.01 0.1503
H 3.273312 0.203789 -1.072296 -0.04 -0.13 -0.04 0.4677
C -0.846590 -2.390942 -2.903755 0.08 -0.04 -0.04 -0.9517
P -0.219044 -0.733777 -2.494863 -0.55 -0.19 0.07 0.9959
C -1.331348 0.325001 -3.472228 -0.01 0.11 0.01 -0.2766
C -2.574738 0.612133 -2.909026 0.00 0.01 -0.01 -0.2222
C -3.492298 1.390860 -3.595645 0.01 0.00 -0.01 -0.2005
C -3.170056 1.902571 -4.845645 0.01 -0.01 0.00 -0.2004
C -1.933706 1.623840 -5.409720 -0.01 0.00 -0.01 -0.2096
C -1.017133 0.834355 -4.728876 0.00 -0.02 0.00 -0.2295
C 1.373350 -0.628876 -3.362416 0.09 0.09 0.12 -0.3818
C 1.959194 -1.728370 -3.979522 0.01 -0.03 0.03 -0.1945
C 3.209352 -1.617760 -4.576467 0.02 0.02 -0.02 -0.2087
C 3.880465 -0.405726 -4.570337 -0.01 -0.01 0.01 -0.2011
C 3.297735 0.703199 -3.966217 0.01 0.00 -0.01 -0.2304
C 2.057097 0.589298 -3.361800 -0.03 0.01 -0.05 -0.1457
H -0.880184 -2.549118 -3.982075 0.03 0.01 -0.01 0.2319
H -1.851961 -2.468934 -2.494108 -0.02 0.00 -0.02 0.2667
H -0.240015 -3.154013 -2.415858 -0.01 0.00 0.00 0.2518
H -2.814130 0.234313 -1.921081 0.00 0.00 0.00 0.2331
H -4.454421 1.606719 -3.148900 0.00 0.00 0.00 0.2171
H -3.882269 2.518755 -5.379163 0.00 0.00 0.00 0.2161
H -1.679655 2.020649 -6.384198 0.00 0.00 0.00 0.2166
H -0.056149 0.622084 -5.180448 0.00 0.00 0.01 0.2207
H 1.453574 -2.684512 -3.990523 0.00 0.00 0.00 0.2214
H 3.655441 -2.483883 -5.047537 0.00 0.00 0.00 0.2210
H 4.853003 -0.320347 -5.037120 0.00 0.00 0.00 0.2204
H 3.811996 1.655967 -3.966470 0.00 0.00 0.00 0.2197
H 1.604690 1.454763 -2.893349 0.01 -0.01 -0.02 0.2162
```
Forces are in eV/Å.

Properties
Lowest unoccupied orbital energy ... -0.0369 hartree
Total charge ... 0
ΔE to the lowest compared entry with this formula, charge and spin ... 118.95 kJ/mol
E_HOMO ... -6.4498 eV
F_max ... 0.0135 Eh/bohr

---

No. 2
Entry from the OMol25 dataset: 2 unconnected molecules or ions with the total composition C8H18OSi (ωB97M-V with the def2-TZVPD basis set).

Structure (XYZ):
```
28
Properties=species:S:1:pos:R:3:forces:R:3:nbo_charge:R:1
C -1.971495 -0.244957 -1.944966 -3.21 1.26 0.65 -0.1724
C -0.845096 -0.899622 -1.260114 2.54 0.50 -1.48 -0.7963
C -2.262346 0.984718 -2.451659 0.77 -1.74 1.44 -0.4097
C -0.750774 -2.424294 -1.578271 -0.32 -0.01 3.87 -0.6074
C 1.941541 -0.735173 0.197037 2.19 -0.23 -2.55 -0.6158
C 1.022794 1.182952 1.075747 0.88 0.83 -0.44 -0.6080
C 1.120914 -0.947692 2.534035 1.25 3.35 -1.77 -0.6045
C 0.851359 -0.304304 1.051435 -0.46 -0.32 2.55 -0.5497
O -1.131211 3.757006 1.546034 -0.33 2.45 -0.74 -0.9286
Si -1.036810 -0.705141 0.662953 0.84 0.21 -0.53 1.1080
H -2.891345 -0.762491 -1.641170 -0.06 -0.39 -0.59 0.1757
H 0.154391 -0.444598 -1.575829 -1.22 -0.31 0.42 0.2204
H -1.489062 1.664620 -2.481262 2.01 1.45 -0.60 0.1738
H -1.138882 4.272352 2.356415 -0.02 0.03 0.02 0.4684
H -3.197848 1.515568 -2.546302 -0.57 -0.97 -0.23 0.2092
H -0.330777 -2.672779 -2.521502 -0.66 -0.16 -1.25 0.2307
H -1.761093 -2.827717 -1.190327 1.55 -0.14 -1.48 0.2142
H 0.046345 -2.885499 -0.891863 -1.11 0.51 -0.49 0.1950
H 1.758305 -1.718582 -0.139513 0.55 -1.69 -0.11 0.1987
H 2.082718 -0.209728 -0.805233 -0.42 -0.04 1.35 0.2068
H 2.919875 -0.619224 0.733442 -0.70 -0.37 -0.55 0.2076
H 2.079813 1.569734 1.293385 -1.25 -0.78 -0.50 0.2177
H 0.430956 1.553733 1.838121 -1.24 1.26 1.71 0.1792
H 0.641184 1.600452 0.134951 0.41 0.23 0.06 0.2120
H 0.878818 -0.184204 3.289774 0.09 -0.43 -0.09 0.2074
H 0.592204 -1.798565 2.699900 -1.92 -2.48 0.52 0.1987
H 2.164679 -1.253690 2.610673 0.13 0.36 0.11 0.2072
H -1.024482 2.882288 1.808141 0.27 -2.38 0.71 0.4613
```
Forces are in eV/Å.

Properties
Lowest unoccupied orbital energy ... -0.0241 hartree
Total charge ... 0
ΔE to the lowest compared entry with this formula, charge and spin ... 424.92 kJ/mol
E_HOMO ... -8.4066 eV
F_max ... 0.0776 Eh/bohr

---

No. 3
Entry from the OMol25 dataset: 24 unconnected molecules or ions with the total composition C11H65BF5O28S (ωB97M-V with the def2-TZVPD basis set).

Structure (XYZ):
```
111
Properties=species:S:1:pos:R:3:forces:R:3:mulliken_charge:R:1
C 5.033155 -1.810615 2.263790 0.13 -0.09 0.80 -0.7569
C 4.474651 -0.558677 3.108977 0.56 -1.37 0.50 0.0927
O 4.321849 0.643771 2.333247 -0.65 -0.62 0.39 -0.5820
C 2.964974 0.741421 1.831336 -0.85 -0.83 -1.13 0.4885
C 2.857272 1.846972 0.694294 0.96 0.23 0.20 -0.0619
C 2.071053 3.168201 1.109036 -0.97 0.17 -1.41 -1.0074
C 0.705597 2.905722 1.892722 0.50 0.88 0.33 -0.1704
C -0.348126 2.016897 1.094213 -0.67 1.04 0.56 -0.6099
C -0.746228 0.642575 1.797634 0.22 -2.40 -0.38 0.5446
O -0.232499 0.314785 3.090524 0.35 0.63 -0.87 -0.5196
B -1.187520 0.903284 4.070708 0.28 0.85 -0.31 1.0386
O -2.504462 0.542946 3.474186 -1.03 -1.52 -2.94 -0.7394
C -2.328341 0.369964 2.085626 1.36 3.37 1.40 -0.0551
S -3.076938 -1.190774 1.411484 -6.58 1.40 -2.37 1.4295
O -3.256728 -1.157475 -0.107591 2.12 -0.56 3.39 -0.7165
O -4.484169 -1.261310 1.973924 3.75 -0.46 -0.22 -0.7639
C -2.230974 -2.766177 1.988425 0.01 -1.88 0.38 0.5107
F -3.040515 -3.834637 1.513120 1.27 2.06 0.78 -0.3156
F -2.173211 -2.876547 3.376981 -0.01 0.35 -2.81 -0.2554
C -0.778822 -3.002422 1.350305 0.67 -1.24 0.69 0.6374
F -0.579582 -4.405361 1.297637 -0.08 2.45 -0.11 -0.3049
F -0.654815 -2.526071 0.055229 0.01 -0.78 2.91 -0.1268
F 0.169572 -2.514316 2.230090 -1.57 -0.66 -2.37 -0.1495
H 5.574381 -2.498993 2.996702 -0.75 0.91 -0.91 0.3414
H 4.197750 -2.427979 1.808283 0.97 0.93 0.25 0.0995
H 5.808860 -1.505401 1.492276 -1.20 -0.33 0.88 0.1564
H 5.231006 -0.365893 3.940634 -0.89 0.05 -1.13 0.3583
H 3.508206 -0.898781 3.627196 1.38 0.81 -0.86 -0.0173
H 2.703724 -0.265280 1.341044 0.35 1.19 0.62 -0.0389
H 2.245544 0.871398 2.693744 0.87 0.10 -1.11 0.0444
H 3.934336 2.174511 0.460737 -1.43 -0.46 0.32 0.3828
H 2.485542 1.365649 -0.287686 0.22 0.87 1.79 -0.1781
H 2.732020 3.933819 1.649156 -0.89 -1.34 -0.43 0.4590
H 1.774680 3.694556 0.119998 0.62 -0.81 1.58 0.2150
H 0.974809 2.524432 2.924616 -0.88 0.30 -1.74 -0.3122
H 0.233155 3.939192 2.060135 0.64 -1.44 -0.18 0.4538
H 0.028935 1.880689 0.025517 -0.59 -0.25 1.45 0.2553
H -1.310618 2.640449 1.024244 1.30 -0.84 -0.03 0.2824
H -0.389967 -0.173335 1.079172 -0.28 0.92 0.81 -0.4564
H -1.065768 0.588073 5.213168 0.21 -0.85 0.38 -0.3486
H -1.181537 2.115680 4.066137 0.34 0.57 -0.15 -0.2976
H -2.895763 1.170805 1.484281 0.06 -1.62 0.50 0.2438
O 5.817998 0.247446 -0.118608 0.01 0.15 -0.08 -0.7132
H 5.371621 0.793582 -0.776066 0.15 -0.01 0.02 0.3034
H 5.397777 0.499014 0.722975 -0.07 -0.08 0.00 0.4582
O 1.280621 0.137787 -1.873820 -0.17 -0.11 -0.20 -0.4436
H 0.676472 -0.529618 -2.219867 0.08 0.00 0.12 0.2739
H 1.930040 0.251091 -2.577871 0.07 0.12 0.05 0.1797
O 2.172924 5.494017 -1.208602 -0.65 -0.14 0.26 -0.5863
H 1.917146 5.961499 -2.009183 0.11 -0.08 0.07 0.2397
H 2.719443 6.134951 -0.728740 -0.12 -0.35 -0.39 0.3620
O 2.276929 2.423125 4.363094 0.39 -0.05 0.88 -0.6424
H 3.125191 2.279144 4.800205 -0.02 -0.01 -0.14 0.2960
H 1.655110 1.883605 4.871124 -0.12 0.07 -0.13 0.2411
O -6.310473 -1.376316 -0.902665 0.14 -0.22 0.01 -0.5638
H -5.454856 -1.497050 -0.457876 -0.05 0.30 0.01 0.3005
H -6.919193 -1.926252 -0.391313 -0.08 0.08 -0.09 0.2822
O 3.494171 0.631566 -4.167523 0.29 -0.10 -0.18 -0.7129
H 3.519951 -0.310488 -4.385499 -0.07 -0.17 0.09 0.3478
H 3.975260 1.052909 -4.889362 -0.27 0.06 -0.02 0.3034
O 1.542367 -3.546146 -1.904958 -0.05 0.12 -0.30 -0.6447
H 2.090063 -4.312243 -1.685164 -0.22 0.22 0.11 0.3398
H 0.962855 -3.449462 -1.141175 0.13 0.03 -0.17 0.2850
O 2.165535 -5.592256 -0.282987 0.12 -0.57 0.47 -0.5908
H 2.712403 -6.355627 -0.065361 0.00 0.11 -0.08 0.2658
H 1.584294 -5.494532 0.481849 -0.02 0.12 -0.13 0.2775
O -7.465644 1.487690 -1.904286 -0.04 -0.16 0.06 -0.6019
H -6.911149 0.726409 -1.681065 -0.01 -0.04 0.01 0.3155
H -8.051341 1.582463 -1.141173 -0.04 0.16 -0.14 0.2941
O -8.203390 -3.883926 -0.093669 0.10 -0.14 -0.10 -0.6373
H -7.388464 -4.377585 -0.250371 -0.03 0.07 0.05 0.3283
H -8.850494 -4.315994 -0.662143 0.04 0.12 0.04 0.3064
O -7.064441 2.874357 -5.080150 -0.27 0.01 0.12 -0.6644
H -6.508551 2.112403 -4.856472 -0.02 0.04 -0.15 0.3603
H -7.647029 2.966853 -4.316785 0.23 -0.05 0.09 0.3238
O 3.992363 7.200373 -1.572248 0.54 0.44 -0.11 -0.5973
H 4.912865 7.416928 -1.385661 -0.11 0.08 -0.07 0.2833
H 3.706517 7.901024 -2.167779 0.14 0.05 0.17 0.2764
O -3.517843 -6.762160 1.574100 0.13 0.01 0.20 -0.6483
H -3.088068 -7.296765 2.250705 -0.07 0.02 -0.08 0.3097
H -3.310694 -5.853401 1.827433 -0.07 -0.09 -0.12 0.3609
O 1.992475 -2.121436 4.648369 -0.21 -0.15 -0.10 -0.7067
H 1.442344 -1.549159 4.093255 -0.09 0.13 0.11 0.2856
H 1.534696 -2.969221 4.634393 0.02 0.12 0.04 0.3010
O 2.567533 -2.113252 -5.368985 -0.08 0.15 -0.29 -0.6220
H 1.994559 -1.556667 -5.909685 0.03 -0.03 0.09 0.3111
H 2.128609 -2.971749 -5.369938 0.09 0.06 0.25 0.3075
O 8.033822 -3.146655 3.101289 0.34 -0.17 -0.04 -0.6288
H 8.046449 -4.086682 2.883395 -0.19 0.00 -0.03 0.3128
H 8.535702 -2.734872 2.388692 -0.15 0.06 0.06 0.3123
O 5.910278 2.188355 -3.086026 0.05 -0.06 -0.35 -0.5898
H 5.300359 1.520992 -3.429164 -0.13 0.00 0.31 0.3440
H 6.560813 2.296233 -3.788660 0.03 0.02 0.18 0.2887
O 7.511245 -6.410761 2.166968 0.13 -0.17 0.10 -0.6260
H 6.770338 -7.026231 2.132714 -0.01 0.17 -0.01 0.3097
H 8.212828 -6.913072 2.597604 -0.04 0.07 -0.05 0.3152
O -10.138036 2.447580 -0.615947 -0.16 -0.09 0.08 -0.6242
H -10.393371 3.375083 -0.568036 0.10 -0.08 -0.03 0.2924
H -10.604031 2.117156 -1.394808 0.18 0.21 -0.04 0.3326
O -4.993394 -3.228015 -3.101832 -0.05 -0.03 -0.06 -0.6563
H -4.311602 -2.939491 -2.483382 -0.09 0.04 -0.04 0.3136
H -5.736000 -2.637908 -2.918108 0.15 0.04 0.21 0.3370
O -10.984522 2.616384 -3.615791 -0.08 -0.17 -0.14 -0.6349
H -10.923344 1.681591 -3.846064 0.05 0.09 0.00 0.3221
H -10.501608 3.062224 -4.321545 0.03 0.00 0.14 0.3034
O 5.399865 9.630282 -2.227032 0.10 0.32 -0.14 -0.5783
H 5.145747 10.099778 -3.030202 0.04 -0.09 0.04 0.2915
H 5.943216 10.265924 -1.746908 -0.06 -0.11 0.03 0.2927
O -5.466152 0.505105 -5.474323 0.06 -0.18 -0.20 -0.6451
H -6.043600 -0.178368 -5.833428 0.01 0.05 0.14 0.3195
H -4.808034 0.642677 -6.165108 -0.01 0.08 0.14 0.3015
```
Forces are in eV/Å.

Properties
Lowest unoccupied orbital energy ... 0.0532 hartree
Total charge ... -1
E_HOMO ... -5.1517 eV
F_max ... 0.1387 Eh/bohr

---

No. 4
Entry from the OMol25 dataset: C2H5N3OS in the gas phase (ωB97M-V with the def2-TZVPD basis set).

Structure (XYZ):
```
12
Properties=species:S:1:pos:R:3:forces:R:3:nbo_charge:R:1
C -0.010446 -0.844002 -0.251063 -1.69 -2.41 1.96 0.5587
C -0.689142 1.007437 1.367193 -2.94 -1.38 -0.91 0.5400
H 1.202955 -2.031988 -1.405268 0.02 -1.66 0.72 0.4051
H 0.710937 -0.744023 -2.347258 0.13 -0.59 3.82 0.3969
H -0.869886 -1.731943 1.345035 -0.73 1.04 0.93 0.3786
H 1.316839 2.519792 -0.278776 -1.86 -1.90 -0.99 0.1202
H -0.658800 2.213423 1.179114 -0.04 -2.44 1.70 0.1538
N 0.851230 -1.127650 -1.292337 -0.54 3.47 -3.99 -0.8317
N -0.450369 -1.847064 0.464693 2.18 1.21 -2.91 -0.7151
N -0.397024 0.557398 -0.009494 1.47 -0.87 1.87 -0.6594
O -1.175165 0.235117 2.210661 2.26 3.41 -2.09 -0.5318
S 0.168871 1.793502 -0.982500 1.73 2.11 -0.10 0.1847
```
Forces are in eV/Å.

Properties
Lowest unoccupied orbital energy ... 0.0004 hartree
Total charge ... 0
ΔE to the lowest compared entry with this formula, charge and spin ... 300.53 kJ/mol
E_HOMO ... -9.3458 eV
F_max ... 0.1034 Eh/bohr

---

- Which formula does entry 2 have?
  C8H18OSi

---

- What is the F_max in the third record?
  0.1387 Eh/bohr

---

- Which value of F_max does entry 1 give?
  0.0135 Eh/bohr

---

What did the fourth record say?
Entry from the OMol25 dataset: C2H5N3OS in the gas phase (ωB97M-V with the def2-TZVPD basis set).

Structure (XYZ):
```
12
Properties=species:S:1:pos:R:3:forces:R:3:nbo_charge:R:1
C -0.010446 -0.844002 -0.251063 -1.69 -2.41 1.96 0.5587
C -0.689142 1.007437 1.367193 -2.94 -1.38 -0.91 0.5400
H 1.202955 -2.031988 -1.405268 0.02 -1.66 0.72 0.4051
H 0.710937 -0.744023 -2.347258 0.13 -0.59 3.82 0.3969
H -0.869886 -1.731943 1.345035 -0.73 1.04 0.93 0.3786
H 1.316839 2.519792 -0.278776 -1.86 -1.90 -0.99 0.1202
H -0.658800 2.213423 1.179114 -0.04 -2.44 1.70 0.1538
N 0.851230 -1.127650 -1.292337 -0.54 3.47 -3.99 -0.8317
N -0.450369 -1.847064 0.464693 2.18 1.21 -2.91 -0.7151
N -0.397024 0.557398 -0.009494 1.47 -0.87 1.87 -0.6594
O -1.175165 0.235117 2.210661 2.26 3.41 -2.09 -0.5318
S 0.168871 1.793502 -0.982500 1.73 2.11 -0.10 0.1847
```
Forces are in eV/Å.

Properties
Lowest unoccupied orbital energy ... 0.0004 hartree
Total charge ... 0
ΔE to the lowest compared entry with this formula, charge and spin ... 300.53 kJ/mol
E_HOMO ... -9.3458 eV
F_max ... 0.1034 Eh/bohr